No. 1
The following is a DFT calculation (the ωB97M-V functional and the def2-TZVPD basis) of C50H35N5Pd as an isolated structure.

Its expectation value of S² is 2.122. Its HOMO energy (spin up / spin down) is -5.4 / -7.3 eV. Its spin multiplicity is 3. The calculation puts the LUMO energy (spin up / spin down) at -0.0223 / -0.0886 Ha. The calculation puts the HOMO-LUMO gap (spin up / spin down) at 4.79 / 4.89 eV.

```
91
Properties=species:S:1:pos:R:3:forces:R:3
Pd -0.442 0.070 -0.410 -0.4 -0.1 -0.1
C 1.215 -6.275 3.591 0.0 0.0 0.0
C -0.038 -5.706 3.778 0.0 0.0 0.0
C -0.400 -4.565 3.079 0.0 -0.1 0.0
C 0.484 -3.979 2.175 0.0 0.0 -0.1
C 1.736 -4.563 1.987 0.0 0.0 0.1
C 2.102 -5.699 2.693 0.0 0.0 0.0
C 0.103 -2.775 1.390 0.0 0.0 0.4
C -0.309 -1.614 2.118 -0.1 -0.1 -0.2
C -0.470 -1.516 3.510 0.1 0.1 0.1
C -1.040 -0.276 3.760 0.0 -0.1 0.0
C -1.184 0.352 2.514 0.0 0.2 -0.1
C -1.612 1.726 2.343 0.0 -0.3 0.2
C -2.277 2.340 3.520 0.0 0.1 0.0
C -1.704 3.397 4.221 0.0 0.0 0.0
C -2.361 3.963 5.305 0.0 0.0 0.0
C -3.597 3.475 5.702 0.0 0.0 0.0
C -4.167 2.408 5.020 0.0 0.0 0.0
C -3.509 1.840 3.940 0.0 0.0 0.0
C -1.370 2.483 1.219 0.0 0.1 0.0
N -0.852 2.006 0.048 0.3 0.0 -0.1
C -0.603 3.080 -0.758 -0.3 -0.1 0.2
C -0.174 3.023 -2.070 0.1 0.1 -0.2
C 0.074 4.314 -2.774 0.0 -0.1 0.0
C 1.343 4.882 -2.760 0.0 0.0 0.0
C 1.583 6.074 -3.430 0.0 0.0 0.0
C 0.557 6.702 -4.122 0.0 0.0 0.0
C -0.711 6.138 -4.138 0.0 0.0 0.0
C -0.953 4.948 -3.467 0.0 0.0 0.0
C -0.021 1.840 -2.845 -0.1 0.0 0.2
C 0.175 1.793 -4.236 0.0 -0.1 -0.1
C 0.097 0.460 -4.603 0.0 0.2 0.0
C -0.115 -0.264 -3.417 0.0 -0.3 0.0
N -0.191 0.574 -2.356 0.1 0.0 0.1
C -0.192 -1.705 -3.313 -0.1 0.2 0.0
C -0.120 -2.408 -2.131 0.0 -0.2 0.0
C 0.083 -3.842 -2.035 0.0 0.1 -0.1
C 0.254 -4.129 -0.733 0.0 0.0 0.2
C 0.114 -2.886 0.008 -0.1 0.0 -0.3
N -0.119 -1.873 -0.873 0.1 0.1 0.1
C -0.354 -2.480 -4.571 0.2 0.1 -0.1
C -1.564 -3.109 -4.845 0.0 0.0 0.0
C -1.740 -3.808 -6.031 0.0 0.0 0.0
C -0.706 -3.890 -6.952 0.0 0.0 0.0
C 0.508 -3.274 -6.681 0.0 0.0 0.0
C 0.681 -2.570 -5.499 0.0 0.0 0.0
C -1.002 4.292 -0.068 0.1 0.0 -0.1
C -1.515 3.926 1.120 -0.1 -0.1 0.0
N -0.734 -0.454 1.523 0.0 0.0 0.0
H 1.494 -7.168 4.134 0.0 0.0 0.0
H -0.740 -6.155 4.469 0.0 0.0 0.0
H -1.383 -4.133 3.214 0.0 0.0 0.0
H 2.425 -4.115 1.282 0.0 0.0 0.0
H 3.081 -6.135 2.540 0.0 0.0 0.0
H -0.185 -2.258 4.236 0.0 0.0 0.0
H -1.309 0.148 4.714 0.0 0.0 0.0
H -0.729 3.765 3.925 0.0 0.0 0.0
H -1.904 4.785 5.841 0.0 0.0 0.0
H -4.114 3.920 6.543 0.0 0.0 0.0
H -5.126 2.014 5.329 0.0 0.0 0.0
H -3.949 1.007 3.408 0.0 0.0 0.0
H 2.141 4.384 -2.222 0.0 0.0 0.0
H 2.573 6.510 -3.414 0.0 0.0 0.0
H 0.746 7.628 -4.649 0.0 0.0 0.0
H -1.515 6.625 -4.675 0.0 0.0 0.0
H -1.940 4.502 -3.478 0.0 0.0 0.0
H 0.334 2.646 -4.875 0.0 0.0 0.0
H 0.186 0.043 -5.591 0.0 0.0 0.0
H 0.120 -4.516 -2.875 0.0 0.0 0.0
H 0.432 -5.096 -0.293 0.0 0.0 0.0
H -2.370 -3.043 -4.124 0.0 0.0 0.0
H -2.689 -4.287 -6.236 0.0 0.0 0.0
H -0.845 -4.433 -7.878 0.0 0.0 0.0
H 1.323 -3.343 -7.390 0.0 0.0 0.0
H 1.630 -2.093 -5.284 0.0 0.0 0.0
H -0.913 5.288 -0.471 0.0 0.0 0.0
H -1.939 4.563 1.877 0.0 0.0 0.0
C 3.369 -0.970 4.131 0.0 0.0 0.0
C 3.042 -0.421 2.773 0.0 0.0 0.0
C 3.234 -1.162 1.617 0.0 0.0 0.0
C 2.812 -0.649 0.399 0.0 0.0 0.0
N 2.223 0.534 0.263 0.4 0.2 0.0
C 2.110 1.278 1.365 -0.1 -0.1 0.0
C 2.494 0.849 2.623 0.0 0.0 0.0
H 3.746 -1.990 4.067 0.0 0.0 0.0
H 2.474 -0.977 4.756 0.0 0.0 0.0
H 4.119 -0.356 4.635 0.0 0.0 0.0
H 3.679 -2.148 1.664 0.0 0.0 0.0
H 2.920 -1.234 -0.510 0.0 0.0 0.0
H 1.641 2.249 1.237 0.0 0.0 0.0
H 2.342 1.493 3.481 0.0 0.0 0.0
```
Positions in Å, forces in eV/Å.



No. 2
The following is a DFT calculation (the ωB97M-V functional and the def2-TZVPD basis) of C50H37N15STi as an isolated structure in a non-equilibrium geometry.

As for the net charge: -2. Its expectation value of S² is 2.083. Its HOMO energy (spin up / spin down) is -0.4 / -1.5 eV. Its spin multiplicity is 3. The calculation puts the LUMO energy (spin up / spin down) at 0.1476 / 0.1398 Ha. The calculation puts the HOMO-LUMO gap (spin up / spin down) at 4.41 / 5.31 eV.

```
104
Properties=species:S:1:pos:R:3:forces:R:3
Ti -0.289 -0.100 0.071 -0.3 -0.1 0.4
C -5.812 -5.732 -0.314 0.1 -0.1 0.0
C -4.775 -5.766 0.610 -0.3 -0.3 0.4
C -3.735 -4.872 0.536 0.2 0.3 -0.4
C -3.613 -3.940 -0.532 0.6 0.6 0.2
C -4.726 -3.858 -1.389 -0.1 -0.1 -0.3
C -5.775 -4.748 -1.279 -0.3 0.2 -0.4
C -2.461 -3.008 -0.604 -1.2 0.0 -0.4
C -2.620 -1.759 -1.349 0.3 -0.8 0.7
C -3.179 -1.611 -2.640 -0.1 1.1 -0.6
C -3.266 -0.247 -2.881 -0.1 -1.5 0.6
C -2.795 0.391 -1.709 0.5 0.8 0.3
C -2.825 1.767 -1.411 -0.6 0.1 -0.5
C -3.682 2.666 -2.290 0.3 -0.8 0.5
C -3.209 3.891 -2.759 0.4 -0.7 0.2
C -3.968 4.696 -3.582 -0.6 -0.8 0.5
C -5.260 4.276 -3.909 0.1 0.6 -0.6
C -5.739 3.056 -3.469 0.1 0.4 0.2
C -4.970 2.268 -2.639 0.3 -0.2 -0.1
C -2.227 2.381 -0.300 0.5 -1.4 -0.1
N -1.312 1.731 0.549 -0.3 0.1 -0.3
C -1.029 2.613 1.533 1.2 -0.2 0.6
C -0.050 2.380 2.588 -0.4 -0.7 -0.2
C 0.424 3.578 3.339 -0.2 -0.3 0.1
C 0.290 3.707 4.723 -0.2 -0.1 0.2
C 0.751 4.829 5.404 -0.2 -0.6 -0.1
C 1.320 5.868 4.702 0.1 0.4 0.0
C 1.469 5.756 3.332 0.1 0.3 -0.8
C 1.028 4.627 2.653 0.3 0.2 -0.1
C 0.529 1.128 2.855 0.1 1.4 0.2
C 1.674 0.974 3.769 -0.2 -0.3 -0.4
C 2.209 -0.233 3.498 -0.1 0.6 0.5
C 1.365 -0.892 2.538 -0.2 -1.3 -0.3
N 0.315 -0.031 2.181 0.4 -0.6 -0.7
C 1.547 -2.210 2.088 -0.1 1.2 0.1
C 0.564 -2.876 1.283 0.2 0.5 -0.2
C 0.402 -4.262 1.227 -0.6 -0.5 -0.2
C -0.784 -4.487 0.535 0.3 -0.7 0.6
C -1.327 -3.232 0.184 1.3 0.7 -0.2
N -0.418 -2.246 0.573 -0.6 0.6 0.0
C 2.782 -2.998 2.396 0.0 0.1 0.0
C 3.316 -3.169 3.676 -0.5 0.2 0.1
C 4.426 -3.966 3.901 -0.1 0.5 -0.5
C 5.052 -4.568 2.831 0.5 -0.8 0.0
C 4.547 -4.437 1.549 0.2 0.3 0.0
C 3.441 -3.642 1.336 -0.7 0.1 -0.4
C -1.731 3.837 1.343 -0.4 -0.3 -0.6
C -2.481 3.660 0.188 0.3 1.2 0.9
N -2.281 -0.573 -0.824 -0.1 0.5 -0.1
H -6.631 -6.428 -0.298 -0.2 -0.2 0.2
H -4.811 -6.479 1.438 0.0 0.2 -0.2
H -2.999 -4.865 1.320 0.1 0.0 0.1
H -4.816 -3.113 -2.172 0.2 -0.1 0.3
H -6.598 -4.649 -1.985 0.0 -0.1 0.1
H -3.357 -2.390 -3.367 0.0 0.0 0.2
H -3.574 0.177 -3.807 -0.2 0.5 -0.3
H -2.199 4.128 -2.463 0.2 0.3 -0.2
H -3.543 5.619 -3.897 0.0 0.6 -0.4
H -5.897 4.902 -4.536 0.2 -0.1 0.1
H -6.726 2.740 -3.741 -0.4 -0.1 -0.1
H -5.350 1.317 -2.303 0.0 -0.1 0.2
H -0.230 2.924 5.274 0.2 0.0 -0.1
H 0.653 4.864 6.477 -0.1 0.1 0.2
H 1.598 6.791 5.191 0.2 0.0 0.2
H 1.922 6.575 2.761 -0.1 -0.3 0.2
H 1.168 4.536 1.577 0.0 0.0 0.2
H 2.061 1.734 4.431 0.0 0.0 -0.1
H 3.123 -0.613 3.911 0.1 -0.2 0.0
H 1.057 -4.976 1.701 0.0 -0.1 -0.1
H -1.226 -5.443 0.275 0.2 0.2 0.1
H 2.821 -2.683 4.504 0.0 -0.1 0.1
H 4.842 -4.044 4.882 0.1 -0.2 0.5
H 5.921 -5.200 2.999 0.0 0.1 0.0
H 5.051 -4.897 0.707 -0.1 -0.1 0.0
H 3.035 -3.528 0.327 0.1 0.0 0.3
H -1.685 4.720 1.967 0.0 -0.2 -0.1
H -3.116 4.408 -0.256 -0.2 -0.1 0.0
N 1.061 2.625 -1.754 -0.6 -0.4 -0.1
C 1.843 2.211 -0.702 0.9 -0.3 0.4
N 2.930 2.875 -0.315 -0.5 -0.2 0.1
N 3.429 2.120 0.681 -0.2 -0.6 0.1
N 2.709 1.053 0.856 0.2 0.4 -0.3
N 1.670 1.065 -0.018 0.1 0.7 -0.2
C 0.536 1.625 -2.557 -0.1 -0.8 0.0
N 0.455 1.686 -3.874 -0.2 0.2 0.4
N -0.110 0.508 -4.219 0.0 -0.3 0.3
N -0.311 -0.222 -3.172 0.1 -0.1 -0.2
N 0.091 0.443 -2.071 0.2 0.9 -0.3
H 1.405 3.419 -2.256 0.2 0.2 -0.1
C 3.178 -0.298 -4.120 -0.1 0.3 -0.2
N 3.877 -0.469 -2.873 -0.2 -0.3 0.2
C 4.993 0.377 -2.478 0.0 -0.4 -0.1
C 5.304 -0.131 -1.060 0.4 0.2 0.2
N 4.472 -1.320 -0.934 0.2 -0.2 0.1
C 3.572 -1.414 -1.945 -0.5 0.3 -0.2
S 2.266 -2.473 -1.956 0.5 0.2 -0.2
H 3.014 0.771 -4.331 0.0 -0.3 0.2
H 2.206 -0.785 -4.063 0.0 0.0 0.1
H 3.742 -0.733 -4.951 0.1 0.0 -0.1
H 4.695 1.419 -2.472 -0.1 0.3 0.0
H 5.842 0.275 -3.175 -0.1 -0.1 0.1
H 5.001 0.595 -0.311 0.1 0.2 0.1
H 6.381 -0.346 -0.932 -0.5 -0.1 0.0
H 4.145 -1.622 -0.024 0.1 0.1 -0.2
```
Positions in Å, forces in eV/Å.



No. 3
The following is a DFT calculation (the ωB97M-V functional and the def2-TZVPD basis) of C50H39CsN14O4S as an isolated structure in a non-equilibrium geometry.

As for the net charge: -2. The calculation puts the energy relative to the best compared isomer or geometry (same formula, charge and spin) at 38.2 kcal per mole. Its HOMO energy is -2.3 eV. The calculation puts the LUMO energy at 0.1267 Ha. The calculation puts the HOMO-LUMO gap at 5.72 eV.

```
109
Properties=species:S:1:pos:R:3:forces:R:3
Cs -0.136 -0.347 0.091 0.5 1.6 0.2
O -0.194 -5.002 -0.439 0.0 -0.1 0.0
C -0.834 -5.607 0.570 0.0 0.0 0.0
C -0.899 -7.005 0.574 0.0 0.0 0.0
C -1.562 -7.673 1.586 0.0 0.0 0.0
C -2.174 -6.962 2.614 0.0 0.0 0.0
C -2.104 -5.578 2.614 0.0 0.0 0.0
C -1.438 -4.877 1.611 0.0 0.0 0.0
C -1.370 -3.375 1.606 -0.2 0.0 0.0
O -0.845 -2.807 0.597 -0.2 -1.3 0.5
N -1.936 -2.786 2.645 0.1 -0.1 0.1
N -1.731 -1.436 2.648 -0.2 -0.1 -0.2
C -2.617 -0.745 3.246 0.1 0.0 0.1
C -2.532 0.722 3.282 0.0 0.1 0.0
C -3.515 1.459 3.949 0.0 0.0 0.0
C -3.474 2.842 3.891 0.0 0.0 0.0
C -2.461 3.455 3.172 0.0 0.0 0.0
C -1.514 2.645 2.553 0.0 0.0 0.0
N -1.540 1.321 2.615 0.1 0.0 0.0
H -0.300 -4.017 -0.245 0.0 0.1 0.0
H -0.417 -7.538 -0.237 0.0 0.0 0.0
H -1.605 -8.757 1.572 0.0 0.0 0.0
H -2.701 -7.482 3.406 0.0 0.0 0.0
H -2.567 -4.993 3.397 0.0 0.0 0.0
H -3.493 -1.219 3.697 0.0 0.0 0.1
H -4.303 0.942 4.483 0.0 0.0 0.0
H -4.234 3.433 4.390 0.0 0.0 0.0
H -2.409 4.531 3.071 0.0 0.0 0.0
H -0.709 3.071 1.960 0.0 0.0 0.0
N -1.467 11.638 -0.843 0.0 0.0 0.0
C -1.322 10.499 -0.772 0.0 0.1 0.0
C -1.141 9.078 -0.684 0.0 -0.1 0.0
C -0.910 8.332 -1.839 0.0 0.0 0.0
C -0.738 6.962 -1.746 0.0 0.0 0.0
C -0.787 6.320 -0.511 0.0 0.0 0.0
C -1.015 7.076 0.636 0.0 0.0 0.0
C -1.195 8.445 0.558 0.0 0.0 0.0
C -0.594 4.842 -0.420 0.0 0.0 0.0
C 0.669 4.437 0.017 0.1 0.0 0.0
C 1.773 5.310 0.313 0.0 0.0 0.0
C 2.819 4.497 0.665 0.0 0.0 0.0
C 2.313 3.162 0.572 0.0 0.0 0.0
N 1.057 3.117 0.192 0.0 0.0 0.1
C -1.706 4.075 -0.786 0.0 0.0 0.0
C -2.989 4.598 -1.166 0.0 0.0 0.0
C -3.784 3.509 -1.421 0.0 0.0 0.0
C -2.955 2.367 -1.190 0.0 0.0 0.0
N -1.736 2.691 -0.814 0.0 -0.1 -0.1
H -0.868 8.830 -2.799 0.0 0.0 0.0
H -0.563 6.369 -2.635 0.0 0.0 0.0
H -1.048 6.572 1.594 0.0 0.0 0.0
H -1.376 9.030 1.450 0.0 0.0 0.0
H 1.774 6.389 0.252 0.0 0.0 0.0
H 3.820 4.792 0.948 0.0 0.0 0.0
H 2.861 2.248 0.769 0.0 0.0 0.0
H -3.269 5.640 -1.223 0.0 0.0 0.0
H -4.820 3.506 -1.727 0.0 0.0 0.0
H -3.238 1.325 -1.291 0.0 0.0 0.0
C 9.823 -3.525 -3.470 0.0 0.0 0.0
O 9.281 -3.833 -4.734 0.0 0.0 0.0
C 8.254 -3.031 -5.178 0.0 0.0 0.0
C 7.618 -3.433 -6.344 0.0 0.0 0.0
C 6.570 -2.686 -6.857 0.0 0.0 0.0
C 6.114 -1.541 -6.204 -0.1 -0.1 0.0
C 6.783 -1.132 -5.053 -0.1 0.0 0.0
C 7.842 -1.866 -4.540 0.0 0.0 0.0
N 5.127 -0.738 -6.842 0.0 0.2 0.1
N 4.123 -0.271 -6.231 -0.1 -0.1 -0.1
C 3.649 -0.676 -5.005 0.1 0.0 0.1
C 3.834 -1.938 -4.405 0.1 0.1 -0.1
C 3.329 -2.257 -3.174 0.0 0.0 0.1
C 2.619 -1.302 -2.369 0.1 0.0 0.0
O 2.360 -1.478 -1.167 0.0 -0.1 -0.1
C 2.197 -0.077 -3.087 0.0 0.0 -0.1
N 1.279 0.694 -2.470 0.1 0.0 -0.1
C 0.901 1.818 -3.034 0.1 0.0 0.1
C 1.452 2.264 -4.247 -0.1 0.0 -0.1
C 2.360 1.476 -4.905 0.0 0.0 0.0
C 2.742 0.237 -4.348 0.0 0.0 0.0
H 10.552 -4.302 -3.252 0.0 0.0 0.0
H 9.052 -3.523 -2.693 0.0 0.0 0.0
H 10.327 -2.553 -3.470 0.0 0.0 0.0
H 7.955 -4.336 -6.838 0.0 0.0 0.0
H 6.076 -2.992 -7.771 0.0 0.0 0.0
H 6.450 -0.242 -4.534 0.0 0.0 0.0
H 8.324 -1.522 -3.635 0.0 0.0 0.0
H 4.371 -2.703 -4.948 0.1 0.0 0.0
H 3.481 -3.241 -2.747 0.0 0.0 0.0
H 0.149 2.393 -2.500 0.0 0.0 0.0
H 1.141 3.216 -4.659 0.0 0.0 0.0
H 2.791 1.776 -5.850 0.0 0.0 0.0
N -1.962 -2.359 -4.526 -0.1 0.0 0.0
C -3.066 -3.024 -4.124 0.2 0.0 -0.1
N -3.644 -3.864 -5.044 0.0 0.0 0.0
N -3.607 -2.937 -2.945 -0.3 0.1 0.2
C -3.051 -2.010 -2.163 0.4 -0.1 -0.3
N -2.449 -1.208 -1.589 -0.6 0.0 0.0
H -1.766 -2.258 -5.505 0.0 0.0 0.0
H -1.563 -1.674 -3.899 0.0 0.0 0.0
H -3.012 -4.323 -5.679 0.0 0.0 0.0
H -4.328 -4.474 -4.627 0.0 0.0 0.0
S 4.862 0.496 1.976 0.0 0.0 0.0
C 3.955 1.146 3.277 0.0 0.0 0.0
C 2.716 0.590 3.287 0.0 0.0 0.0
N 2.476 -0.338 2.308 0.0 0.0 -0.1
C 3.510 -0.483 1.542 0.0 0.0 0.0
H 4.354 1.904 3.930 0.0 0.0 0.0
H 1.923 0.834 3.980 0.0 0.0 0.0
H 3.522 -1.129 0.671 0.0 0.0 0.0
```
Positions in Å, forces in eV/Å.



Number 1: calculated total energy -63349.3737 eV. Number 2: calculated total energy -108756.9700 eV. Number 3: calculated total energy -92918.2525 eV.